{
  "formula": "C13H29Cl2N2O3S",
  "method": "ωB97M-V/def2-TZVPD",
  "symbols": ["C", "C", "O", "N", "C", "C", "C", "C", "N", "S", "C", "Cl", "C", "C", "Cl", "H", "H", "H", "H", "H", "H", "H", "H", "H", "H", "H", "H", "H", "H", "H", "H", "H", "H", "H", "C", "O", "C", "C", "O", "C", "H", "H", "H", "H", "H", "H", "H", "H", "H", "H"],
  "xyz": [[2.9947, 0.4415, -2.1482], [1.8131, 0.6133, -1.2203], [1.9584, 0.7279, -0.0145], [0.5782, 0.6545, -1.8190], [-0.6251, 0.3283, -1.0638], [-0.7524, -1.1613, -0.7069], [-0.2031, -1.3964, 0.7096], [-0.2491, -2.8010, 1.2718], [0.8557, -3.7375, 0.7743], [2.4896, -3.0812, 1.0880], [0.5272, -4.3555, -0.5909], [-0.4892, -5.7472, -0.1559], [1.7472, -4.7198, -1.4481], [2.3826, -3.5003, -2.1298], [1.1991, -5.8507, -2.7171], [3.4747, 1.4085, -2.2957], [2.7233, 0.0486, -3.1277], [3.7200, -0.2158, -1.6727], [0.6060, 0.3024, -2.7651], [-0.6424, 0.9286, -0.1561], [-1.4801, 0.6566, -1.6515], [-1.8043, -1.4551, -0.7225], [-0.2145, -1.7251, -1.4724], [-0.8335, -0.8095, 1.3820], [0.7902, -0.9652, 0.8213], [-0.1110, -2.7773, 2.3511], [-1.1913, -3.3109, 1.0659], [0.8329, -4.5451, 1.4043], [2.3975, -2.1130, 0.1668], [-0.1199, -3.6612, -1.1153], [2.4775, -5.2714, -0.8586], [1.6914, -2.6551, -2.1683], [3.2854, -3.1842, -1.6128], [2.6554, -3.7502, -3.1502], [-2.6246, 6.0517, 1.4758], [-2.4549, 5.1765, 2.5765], [-3.1569, 3.9562, 2.4550], [-2.2408, 2.8217, 2.0473], [-1.7128, 2.9994, 0.7422], [-0.3849, 3.5054, 0.7334], [-1.9092, 6.8624, 1.5980], [-2.4370, 5.5459, 0.5252], [-3.6351, 6.4724, 1.4626], [-3.9759, 4.0498, 1.7339], [-3.5913, 3.7211, 3.4314], [-2.8139, 1.8879, 2.0511], [-1.4284, 2.7286, 2.7765], [0.3230, 2.7359, 1.0607], [-0.2875, 4.3840, 1.3734], [-0.1539, 3.7807, -0.2948]],
  "forces_ev_per_angstrom": [[-0.072, 0.150, -0.059], [-0.150, 0.194, -0.016], [0.040, -0.250, 0.035], [0.519, -0.739, 0.015], [-0.246, 0.321, -0.069], [0.191, 0.230, 0.333], [-0.119, -0.098, -0.076], [-0.099, -0.027, 0.089], [0.078, 0.183, -0.091], [-0.013, -0.116, -0.052], [-0.121, -0.269, 0.106], [0.059, 0.024, 0.030], [0.007, -0.084, -0.181], [0.039, 0.080, 0.131], [-0.049, 0.026, -0.021], [0.027, 0.018, 0.035], [-0.003, -0.004, 0.009], [0.025, 0.021, 0.004], [-0.255, 0.234, -0.072], [0.034, 0.080, -0.043], [0.017, -0.025, -0.063], [0.023, -0.092, -0.140], [-0.114, -0.074, -0.008], [0.028, 0.008, 0.061], [-0.049, 0.060, 0.025], [0.045, 0.024, 0.016], [0.042, -0.057, -0.086], [-0.003, 0.012, 0.005], [0.002, 0.156, 0.093], [0.098, 0.064, 0.003], [-0.045, 0.015, 0.068], [-0.008, -0.005, -0.050], [0.013, -0.015, -0.021], [0.014, -0.009, -0.011], [-0.016, 0.018, 0.013], [0.069, -0.035, -0.038], [-0.027, 0.047, 0.047], [-0.009, -0.024, -0.002], [0.041, -0.041, -0.013], [-0.050, -0.024, -0.015], [-0.013, 0.007, 0.011], [0.007, 0.005, -0.002], [-0.006, -0.017, -0.014], [0.007, -0.007, -0.003], [-0.012, -0.007, -0.008], [-0.006, 0.006, 0.003], [-0.002, -0.006, -0.002], [0.052, 0.043, 0.030], [0.008, 0.002, -0.009], [0.004, -0.006, 0.000]],
  "max_force_ev_per_a": 0.90,
  "orbital_gap_ev": 7.36,
  "charge": 1,
  "e_tot_ha": -2166.2348,
  "mol_weight_g_mol": 364.36
}